Entry 1:
Below is 3 unconnected molecules or ions with the total composition C16H12FN2O4, with properties calculated with ωB97M-V/def2-TZVPD.

CARTESIAN COORDINATES (ANGSTROEM)
F  4.107  -2.616  1.389
C  3.780  -1.146  1.353
C  4.933  0.001  1.365
C  4.565  1.595  1.279
C  2.911  1.834  1.210
N  2.074  0.588  1.241
N  2.360  -0.736  1.282
H  6.061  -0.357  1.434
H  5.345  2.476  1.252
H  2.440  2.928  1.141
H  1.027  0.799  1.224
C  -0.059  1.832  -2.515
C  -0.189  1.352  -3.755
C  -0.211  -0.100  -4.017
O  -0.328  -0.540  -5.153
C  -0.086  -1.002  -2.855
C  0.044  -0.523  -1.614
C  0.066  0.930  -1.352
O  0.182  1.369  -0.217
H  -0.041  2.894  -2.305
H  -0.283  2.001  -4.618
H  -0.105  -2.065  -3.064
H  0.137  -1.171  -0.751
C  -4.306  -1.410  0.746
C  -4.218  -1.741  2.038
C  -3.133  -1.218  2.891
O  -3.051  -1.521  4.073
C  -2.150  -0.314  2.262
C  -2.237  0.017  0.970
C  -3.322  -0.506  0.117
O  -3.404  -0.202  -1.065
H  -5.095  -1.786  0.106
H  -4.932  -2.402  2.514
H  -1.361  0.062  2.902
H  -1.523  0.678  0.493

Output
Energy (a.u.): -1126.6566
Total charge: +1
Max |F| (eV/Å): 6.23
E_HOMO (eV): -12.5
Spin multiplicity: 1

Mulliken atomic charge list, values in e, 5 entries: -0.19 0.33 -0.14 -0.34 0.09

=====

Entry 2:
Below is 2 unconnected molecules or ions with the total composition C30H52BClFI2N2O10, with properties calculated with ωB97M-V/def2-TZVPD.

CARTESIAN COORDINATES (ANGSTROEM)
C  0.449  -2.894  6.391
C  0.624  -3.120  4.879
O  0.826  -1.848  4.225
C  1.209  -2.127  2.891
C  1.015  -0.848  2.014
N  0.663  -1.165  0.605
C  1.765  -1.005  -0.404
C  2.696  -2.265  -0.163
C  3.846  -2.423  -1.201
C  3.519  -3.675  -2.098
I  4.372  -3.365  -4.065
C  2.793  0.170  -0.327
C  2.435  1.557  0.269
C  2.133  2.631  -0.819
O  2.126  3.861  -0.117
C  2.564  4.965  -0.926
C  1.235  -0.971  -1.871
C  0.155  -2.055  -1.972
Cl  -0.157  -2.711  -3.608
C  -1.163  -1.697  -1.117
C  -1.691  -3.149  -0.738
C  -3.172  -3.572  -0.927
C  -4.387  -2.976  -0.201
C  -4.506  -3.452  1.259
O  -3.805  -4.266  1.722
O  -5.547  -2.895  1.936
C  -5.194  -2.335  3.222
C  -5.641  -0.851  3.255
C  -2.192  -1.048  -2.084
C  -1.903  0.189  -2.963
C  -1.004  0.282  -4.197
N  -2.562  1.257  -2.792
C  -0.730  -0.802  0.149
C  -0.987  0.725  -0.011
C  -0.908  1.729  1.148
O  -0.444  2.759  0.902
I  -1.653  1.715  3.172
B  -1.850  -1.194  1.267
O  -3.058  -0.557  1.384
O  -1.666  -2.225  2.190
H  1.046  -2.018  6.676
H  -0.598  -2.706  6.662
H  0.782  -3.810  6.899
H  1.538  -3.721  4.708
H  -0.234  -3.675  4.461
H  2.261  -2.470  2.848
H  0.593  -2.977  2.540
H  0.370  -0.139  2.547
H  2.010  -0.389  2.124
H  0.537  -2.190  0.651
H  2.140  -3.219  -0.147
H  3.171  -2.094  0.817
H  3.970  -1.593  -1.901
H  4.791  -2.653  -0.693
H  3.913  -4.598  -1.659
H  2.437  -3.798  -2.238
H  3.165  0.366  -1.345
H  3.707  -0.150  0.202
H  3.362  1.961  0.713
H  1.723  1.578  1.102
H  1.183  2.452  -1.355
H  3.018  2.642  -1.478
H  1.873  5.797  -0.720
H  2.549  4.689  -1.989
H  3.551  5.328  -0.595
H  0.931  0.045  -2.155
H  2.040  -1.234  -2.576
H  0.574  -2.932  -1.453
H  -1.253  -3.841  -1.487
H  -1.186  -3.567  0.155
H  -3.192  -4.647  -0.674
H  -3.408  -3.589  -2.005
H  -4.586  -1.903  -0.307
H  -5.277  -3.448  -0.665
H  -4.126  -2.440  3.441
H  -5.776  -2.874  3.984
H  -4.946  -0.297  3.903
H  -5.606  -0.395  2.256
H  -6.673  -0.763  3.618
H  -3.085  -0.789  -1.484
H  -2.579  -1.791  -2.800
H  -1.160  1.204  -4.762
H  -1.315  -0.539  -4.870
H  0.066  0.128  -4.019
H  -3.243  1.151  -2.032
H  -1.994  0.905  -0.415
H  -0.338  1.098  -0.819
H  -3.443  -0.278  0.541
H  -1.528  -1.794  3.056
C  1.947  8.653  -3.128
C  2.965  9.754  -3.257
O  3.721  9.619  -2.067
C  3.663  8.302  -1.721
O  4.385  7.779  -0.940
O  2.669  7.658  -2.397
F  2.377  10.972  -3.267
H  1.071  8.961  -2.555
H  1.619  8.269  -4.092
H  3.626  9.660  -4.122

Output
Energy (a.u.): -3216.2513
Total charge: +1
Max |F| (eV/Å): 3.37
Relative energy (zero: lowest compared OMol25 entry of this formula, charge and spin) (kJ/mol): 171.18
E_HOMO (eV): -11.8
Spin multiplicity: 1

Mulliken atomic charge list, values in e, 5 entries: -1.20 -0.18 -0.40 -1.19 0.43

=====

Entry 3:
Below is C3H7BO2 in the gas phase, with properties calculated with ωB97M-V/def2-TZVPD.

CARTESIAN COORDINATES (ANGSTROEM)
B  1.777  0.135  0.339
C  -2.209  0.448  -0.779
C  -1.264  0.251  0.155
C  -0.449  -1.009  0.290
O  0.830  -0.662  -0.267
O  2.798  0.497  -0.395
H  -2.566  1.441  -1.094
H  -2.417  -0.454  -1.475
H  -0.800  0.942  0.905
H  1.747  0.513  1.459
H  -0.205  -1.438  1.362
H  -0.763  -1.753  -0.555
H  3.522  1.088  0.055

Output
Energy (a.u.): -293.8543
Max |F| (eV/Å): 4.91
Relative energy (zero: lowest compared OMol25 entry of this formula, charge and spin) (kJ/mol): 136.36
E_HOMO (eV): -10.0
Spin multiplicity: 1

Mulliken atomic charge list, values in e, 5 entries: 0.45 -0.68 0.08 -0.34 -0.35

=====

Entry 4:
Below is C5H7N in the gas phase, with properties calculated with ωB97M-V/def2-TZVPD.

CARTESIAN COORDINATES (ANGSTROEM)
C  1.646  -0.809  0.743
N  0.298  -0.282  0.769
C  -0.612  -0.750  -0.256
C  0.006  0.605  -0.330
C  -0.955  1.666  -0.169
C  -2.097  2.001  -0.331
H  2.313  -0.056  1.174
H  1.998  -1.049  -0.276
H  1.694  -1.716  1.351
H  -0.303  -1.470  -1.011
H  -1.654  -0.794  0.058
H  0.773  0.757  -1.085
H  -3.107  1.899  -0.637

Output
Energy (a.u.): -249.3278
Max |F| (eV/Å): 0.96
Relative energy (zero: lowest compared OMol25 entry of this formula, charge and spin) (kJ/mol): 381.90
E_HOMO (eV): -9.2
Spin multiplicity: 1

Mulliken atomic charge list, values in e, 5 entries: -0.82 -0.37 -0.44 0.44 -0.73

=====

Entry 5:
Below is 2 unconnected molecules or ions with the total composition C3H11N3, with properties calculated with ωB97M-V/def2-TZVPD.

CARTESIAN COORDINATES (ANGSTROEM)
C  -2.201  0.495  -1.702
N  -1.550  0.434  -0.308
C  -2.415  -0.317  0.656
H  -2.244  -0.527  -2.211
H  -3.225  0.938  -1.767
H  -1.530  1.344  -2.232
H  -1.315  1.394  -0.060
H  -3.260  0.332  0.973
H  -1.873  -0.595  1.567
H  -2.802  -1.228  0.215
N  1.263  -0.324  -0.116
C  2.476  0.101  0.440
N  3.243  -0.597  1.235
H  0.525  0.367  -0.153
H  0.987  -1.239  0.136
H  2.749  1.121  0.261
H  4.129  -0.177  1.234

Output
Energy (a.u.): -285.1123
Max |F| (eV/Å): 3.56
Relative energy (zero: lowest compared OMol25 entry of this formula, charge and spin) (kJ/mol): 171.95
E_HOMO (eV): -8.9
Spin multiplicity: 1

Mulliken atomic charge list, values in e, 5 entries: -0.83 -0.36 -0.92 0.25 0.31

=====

Entry 6:
Below is a molecular structure, C54H36I4N5O4PtS, with properties calculated with ωB97M-V/def2-TZVPD.

CARTESIAN COORDINATES (ANGSTROEM)
Pt  -1.019  1.617  -0.712
I  8.299  3.116  1.382
C  6.284  2.993  0.837
C  5.591  1.809  1.043
C  4.247  1.734  0.697
C  3.605  2.845  0.153
C  4.319  4.018  -0.058
C  5.664  4.102  0.283
C  2.150  2.722  -0.175
C  1.804  2.380  -1.470
C  2.745  2.314  -2.562
C  2.066  1.874  -3.637
C  0.704  1.642  -3.209
C  -0.249  0.990  -3.981
C  0.209  0.411  -5.284
C  0.349  1.180  -6.432
C  0.819  0.620  -7.615
C  1.155  -0.724  -7.636
I  1.879  -1.574  -9.402
C  1.021  -1.513  -6.503
C  0.544  -0.940  -5.333
C  -1.507  0.625  -3.534
N  -1.996  0.797  -2.275
C  -3.185  0.127  -2.218
C  -3.935  -0.105  -1.080
C  -4.974  -1.181  -1.145
C  -6.253  -0.958  -1.635
C  -7.186  -1.988  -1.690
C  -6.825  -3.248  -1.247
I  -8.220  -4.801  -1.322
C  -5.552  -3.496  -0.752
C  -4.633  -2.458  -0.705
C  -3.650  0.426  0.173
C  -4.456  0.195  1.347
C  -3.866  0.855  2.363
C  -2.683  1.481  1.825
N  -2.598  1.231  0.486
C  -1.761  2.187  2.585
C  -0.546  2.650  2.112
C  0.476  3.257  2.937
C  1.586  3.352  2.180
C  1.251  2.832  0.874
N  -0.054  2.446  0.855
C  -2.009  2.286  4.055
C  -2.550  3.433  4.622
C  -2.747  3.527  5.994
C  -2.393  2.457  6.800
I  -2.668  2.593  8.866
C  -1.850  1.301  6.258
C  -1.661  1.224  4.885
C  -3.493  -0.423  -3.522
C  -2.466  -0.110  -4.331
N  0.563  2.012  -1.906
H  6.087  0.947  1.469
H  3.687  0.808  0.821
H  3.818  4.879  -0.484
H  6.215  5.018  0.119
H  3.788  2.577  -2.493
H  2.439  1.702  -4.634
H  0.086  2.230  -6.402
H  0.923  1.226  -8.504
H  1.295  -2.559  -6.526
H  0.440  -1.537  -4.434
H  -6.529  0.031  -1.981
H  -8.181  -1.804  -2.072
H  -5.274  -4.483  -0.406
H  -3.632  -2.633  -0.327
H  -5.362  -0.389  1.367
H  -4.174  0.909  3.395
H  0.347  3.555  3.965
H  2.546  3.758  2.456
H  -2.813  4.268  3.984
H  -3.165  4.426  6.426
H  -1.568  0.473  6.893
H  -1.230  0.328  4.452
H  -4.390  -0.967  -3.766
H  -2.349  -0.346  -5.377
C  4.206  -3.478  -1.499
C  3.423  -3.665  -0.230
C  4.029  -3.502  1.012
C  3.291  -3.585  2.176
C  1.928  -3.841  2.099
C  1.313  -4.054  0.875
C  2.068  -3.968  -0.281
S  0.960  -3.807  3.568
O  1.579  -4.629  4.579
O  -0.400  -4.065  3.193
N  1.094  -2.270  4.134
C  1.264  -1.108  3.215
C  0.283  -1.063  2.044
C  0.938  -0.836  0.655
O  2.186  -0.728  0.594
O  0.114  -0.755  -0.279
H  5.272  -3.637  -1.336
H  4.070  -2.456  -1.861
H  3.865  -4.160  -2.278
H  5.086  -3.266  1.062
H  3.762  -3.451  3.142
H  0.251  -4.254  0.842
H  1.587  -4.100  -1.243
H  1.798  -2.298  4.861
H  2.270  -1.100  2.791
H  1.152  -0.223  3.844
H  -0.457  -0.268  2.170
H  -0.286  -1.988  1.971

Output
Energy (a.u.): -4362.6045
Total charge: -1
Max |F| (eV/Å): 0.93
Relative energy (zero: lowest compared OMol25 entry of this formula, charge and spin) (kJ/mol): 0.00
E_HOMO (eV): -5.0
Spin multiplicity: 1

Mulliken atomic charge list, values in e, 5 entries: 1.09 0.04 -0.07 -0.68 0.19

=====

no.,LUMO level (eV)
1,-5.8
2,-2.3
3,0.6
4,1.1
5,0.8
6,1.1